C20H56N5O6Ti2 as an isolated structure. Source: the OMol25 dataset; level of theory: ωB97M-V with the def2-TZVPD basis set.

CARTESIAN COORDINATES (ANGSTROEM)
Ti (-4.07911, -2.78222, -0.22756)
Ti (-0.34551, -5.82366, 1.23750)
O (-0.49601, -2.18773, 0.23873)
H (-0.18931, -1.46625, -0.34431)
C (-1.16770, -2.48120, 6.78168)
C (-2.23774, -3.54841, 6.49488)
C (-3.65383, -3.00110, 6.30126)
O (-4.17633, -2.69541, 7.61334)
C (-5.54087, -2.43022, 7.75565)
N (-1.77993, -3.96262, 5.19532)
H (-1.59118, -1.76231, 7.48307)
H (-0.90048, -1.89204, 5.90442)
H (-0.26434, -2.91187, 7.21362)
H (-2.23282, -4.33895, 7.24530)
H (-4.21525, -3.84770, 5.90606)
H (-3.64119, -2.14704, 5.62412)
H (-6.18062, -3.10892, 7.19159)
H (-5.69254, -1.37701, 7.51933)
H (-5.99472, -2.64115, 8.72396)
H (-2.55149, -4.26479, 4.61783)
H (-1.47653, -3.19777, 4.60961)
C (-1.84747, 3.79471, 1.62307)
C (-3.31419, 3.29464, 1.67459)
C (-4.20714, 4.33940, 1.07052)
O (-4.09981, 5.41569, 1.88740)
C (-4.85645, 6.56088, 1.41530)
N (-3.44537, 2.00695, 0.87966)
H (-1.22499, 2.90362, 1.54188)
H (-1.61951, 4.53669, 2.38831)
H (-1.66239, 4.11366, 0.59734)
H (-3.54302, 3.25409, 2.73953)
H (-5.22787, 4.00493, 0.88523)
H (-3.93436, 4.60449, 0.04904)
H (-4.55153, 7.44995, 1.96729)
H (-5.90413, 6.28372, 1.53208)
H (-4.66901, 6.74998, 0.35832)
H (-2.62507, 1.42131, 0.94479)
H (-3.30256, 2.30495, -0.07475)
C (1.96650, -5.15232, -5.94106)
C (2.39187, -4.39939, -4.66313)
C (3.49098, -3.29433, -4.84308)
O (4.72533, -3.79809, -5.29932)
C (5.59705, -2.74602, -5.46766)
N (1.19794, -3.71120, -4.20053)
H (2.68585, -5.25868, -6.75304)
H (1.09686, -4.71554, -6.43203)
H (1.69885, -6.16911, -5.65365)
H (2.86140, -5.08683, -3.95953)
H (3.47627, -2.60239, -4.00100)
H (3.01826, -2.77435, -5.67630)
H (6.52609, -3.05554, -5.94638)
H (5.88800, -2.35069, -4.49444)
H (5.22486, -1.89827, -6.04289)
H (1.21770, -3.35104, -3.25714)
H (0.92699, -2.92736, -4.77697)
C (5.23109, -0.04213, 0.61048)
C (4.93267, -1.29427, 1.52372)
C (4.38922, -1.11997, 2.91078)
O (5.11029, -0.07686, 3.46409)
C (4.42389, 1.16002, 3.51815)
N (4.06900, -2.20985, 0.83381)
H (4.35015, 0.57604, 0.43757)
H (5.61039, -0.23727, -0.39259)
H (6.02496, 0.51484, 1.10813)
H (5.92179, -1.73478, 1.39849)
H (4.56637, -2.04616, 3.45750)
H (3.31926, -0.91560, 2.94978)
H (4.99038, 2.09056, 3.55414)
H (3.79992, 1.17575, 4.41175)
H (3.74655, 1.24015, 2.66792)
H (3.08905, -1.96608, 0.81497)
H (4.22070, -2.42475, -0.14133)
C (1.37502, 2.92346, -4.46191)
C (-0.15374, 2.64636, -4.32011)
C (-0.92608, 4.00653, -4.52364)
O (-2.37841, 3.82616, -4.48449)
C (-2.98081, 4.99335, -4.93687)
N (-0.59411, 1.55476, -5.07022)
H (1.61222, 3.17475, -5.49568)
H (1.94598, 2.05473, -4.13416)
H (1.77179, 3.79967, -3.94914)
H (-0.36371, 2.25630, -3.32419)
H (-0.45735, 4.46509, -5.39434)
H (-0.76032, 4.72584, -3.72163)
H (-2.72601, 5.15155, -5.98480)
H (-2.83431, 5.96102, -4.45703)
H (-4.03965, 4.76095, -4.82310)
H (-0.25937, 1.37155, -6.00536)
H (-1.57527, 1.75792, -5.19725)

Calculated values
**HOMO energy (alpha / beta)**: -10.26 / -10.26 eV
**Charge**: +1
**LUMO energy (alpha / beta)**: -4.778 / -4.793 eV
**<S²>**: 12.00
**Spin multiplicity**: 7
**Gap between HOMO and LUMO (alpha / beta)**: 5.486 / 5.471 eV

***

A 8-piece molecular cluster, C20H56O8 overall. Source: the OMol25 dataset; level of theory: ωB97M-V with the def2-TZVPD basis set.

CARTESIAN COORDINATES (ANGSTROEM)
C (4.38205, 0.45393, -0.12425)
O (3.65336, 0.71985, 1.14671)
H (5.32421, 0.92479, -0.05305)
H (3.67249, 0.84139, -0.89414)
H (4.58766, -0.55900, -0.32266)
H (2.85872, 0.18894, 1.10213)
C (-3.46201, 1.59123, 3.14672)
O (-4.84461, 1.81712, 3.23494)
H (-3.12566, 0.64299, 3.59083)
H (-3.02840, 2.50027, 3.58805)
H (-3.14366, 1.67200, 2.12718)
H (-5.16376, 1.43489, 4.03871)
C (-0.50022, 0.72203, -3.67317)
C (-1.87581, 0.58420, -3.02506)
C (-2.65631, 1.90141, -3.10060)
O (-2.62769, -0.28457, -3.45029)
H (0.03726, -0.26003, -3.77060)
H (0.08209, 1.46871, -3.17048)
H (-0.67519, 1.09839, -4.69875)
H (-1.72242, 0.32704, -2.02180)
H (-2.08670, 2.76004, -2.74837)
H (-3.44590, 1.83786, -2.29607)
H (-2.92840, 2.19675, -4.13152)
H (-3.31097, -0.46731, -2.80597)
C (-0.24230, 1.56244, 3.83972)
C (1.18646, 1.33487, 4.16756)
C (1.64180, 2.43768, 5.13897)
O (1.45890, 0.30660, 4.80347)
H (-0.39795, 2.43362, 3.15957)
H (-0.82218, 1.73677, 4.73571)
H (-0.65422, 0.70241, 3.29205)
H (1.73860, 1.21580, 3.22531)
H (1.17281, 2.46656, 6.13926)
H (1.49593, 3.40833, 4.62372)
H (2.68490, 2.35200, 5.39003)
H (2.39102, 0.14759, 4.74426)
C (3.62692, -3.08910, -3.27549)
C (3.09986, -1.68744, -2.89820)
C (3.82706, -0.59939, -3.74539)
O (1.82664, -1.58495, -2.91489)
H (3.08076, -3.87804, -2.79738)
H (4.65684, -3.36048, -3.06449)
H (3.52959, -3.18231, -4.34826)
H (3.28993, -1.50524, -1.86132)
H (3.59010, -0.55134, -4.81585)
H (4.87876, -0.67962, -3.69105)
H (3.51581, 0.40736, -3.40710)
H (1.56565, -0.87503, -2.36134)
C (0.80764, 2.72026, -0.23963)
C (0.45462, 1.32670, 0.16385)
C (-1.08152, 1.41947, 0.34975)
O (0.74221, 0.38003, -0.64976)
H (1.81111, 2.73823, -0.41048)
H (0.34972, 3.50352, 0.45344)
H (0.25130, 2.82666, -1.15455)
H (0.98860, 1.13137, 1.12760)
H (-1.58018, 0.51967, 0.68104)
H (-1.58065, 1.77105, -0.53739)
H (-1.13963, 2.19157, 1.21136)
H (0.80354, -0.51363, -0.24263)
C (-2.55217, -1.99070, -0.43658)
C (-3.96504, -1.41123, -0.51393)
C (-4.06484, 0.01708, 0.01978)
O (-4.34015, -1.44430, -1.71732)
H (-2.59950, -2.76666, -1.14733)
H (-2.44291, -2.29831, 0.58078)
H (-1.74595, -1.28175, -0.72419)
H (-4.57801, -2.00550, 0.14052)
H (-3.39162, 0.69138, -0.51662)
H (-3.77486, 0.09332, 1.02847)
H (-5.06931, 0.35875, -0.17309)
H (-5.16255, -1.87185, -1.75228)
C (0.32323, -1.95756, 1.85684)
C (1.30627, -2.51820, 0.88482)
C (0.66589, -3.03392, -0.40806)
O (2.19296, -1.72046, 0.53337)
H (0.79542, -1.32522, 2.66031)
H (-0.28011, -2.80299, 2.25487)
H (-0.48054, -1.42274, 1.38122)
H (1.75399, -3.36915, 1.33876)
H (0.27702, -2.15106, -0.97173)
H (-0.21644, -3.63082, -0.25817)
H (1.36758, -3.57806, -1.02778)
H (3.01306, -2.22699, 0.44738)

Calculated values
**HOMO energy**: -8.94 eV
**Energy relative to the best compared isomer or geometry (same formula, charge and spin)**: 167.52 kcal/mol
**SMILES**: CC(C)O.CC(C)O.CC(C)O.CC(C)O.CC(C)O.CC(C)O.CO.CO
**LUMO energy**: 0.294 eV
**Spin multiplicity**: 1
**Gap between HOMO and LUMO**: 9.237 eV

***

no.,E_tot (eV)
1,-87591.146
2,-38019.950